Entry 1:
DFT (ωB97M-V with the def2-TZVPD basis set) results for a molecular structure, C33H57NP3Pt in a non-equilibrium geometry.

Cartesian coordinates (Å):
Pt  -0.1644  0.0409  -0.2838
C  -2.5551  -3.6002  -0.7741
C  -3.1630  -2.2959  -1.2836
C  -3.1599  -2.2449  -2.8133
P  -2.4308  -0.7939  -0.4737
C  -3.6849  0.5214  -0.8648
C  -3.8007  1.4939  0.3090
C  -3.2675  1.2745  -2.1328
C  -2.6804  -1.2496  1.2418
C  -3.9342  -1.5606  1.7751
C  -4.0495  -2.1695  3.0071
C  -2.8830  -2.5481  3.6681
C  -1.6371  -2.2335  3.1580
C  -1.5140  -1.5075  1.9600
N  -0.2742  -1.1362  1.4284
C  0.8946  -0.9633  2.1994
C  0.9024  -0.6479  3.5601
C  2.0965  -0.3734  4.2162
C  3.3022  -0.3769  3.5317
C  3.2990  -0.6715  2.1761
C  2.1146  -1.0032  1.5255
P  1.8960  -1.2768  -0.2451
C  3.5756  -1.1580  -1.0066
C  4.6690  -2.0514  -0.3810
C  3.5376  -1.3792  -2.5306
C  1.2747  -2.9986  -0.4798
C  0.6632  -3.1374  -1.8852
C  2.2915  -4.1056  -0.2079
H  -3.1472  -4.4372  -1.1536
H  -2.5519  -3.6604  0.3148
H  -1.5329  -3.7283  -1.1335
H  -4.1953  -2.2383  -0.9325
H  -2.1442  -2.3217  -3.2113
H  -3.6184  -1.3359  -3.2019
H  -3.7361  -3.0884  -3.2020
H  -4.6462  0.0299  -1.0335
H  -2.8156  1.8919  0.5646
H  -4.2098  1.0208  1.2004
H  -4.4447  2.3345  0.0385
H  -2.2809  1.7082  -1.9924
H  -3.9752  2.0805  -2.3449
H  -3.2187  0.6336  -3.0144
H  -4.8350  -1.3236  1.2111
H  -5.0230  -2.3804  3.4313
H  -2.9466  -3.1147  4.5900
H  -0.7478  -2.5803  3.6647
H  -0.0344  -0.5633  4.0928
H  2.0787  -0.1235  5.2707
H  4.2294  -0.1470  4.0423
H  4.2331  -0.6209  1.6303
H  3.8318  -0.1166  -0.8271
H  4.8549  -2.9213  -1.0105
H  4.4341  -2.4111  0.6168
H  5.6037  -1.4894  -0.3218
H  3.4116  -2.4384  -2.7611
H  4.4905  -1.0652  -2.9657
H  2.7474  -0.8279  -3.0310
H  0.4765  -3.0684  0.2578
H  1.4228  -3.0729  -2.6654
H  -0.0814  -2.3610  -2.0778
H  0.1802  -4.1118  -1.9866
H  3.1114  -4.0968  -0.9276
H  1.7872  -5.0727  -0.2998
H  2.7061  -4.0428  0.8012
C  -1.8951  4.0578  -0.6374
C  -0.4796  3.8111  -1.1680
C  -0.4880  3.7643  -2.6998
P  0.4087  2.3689  -0.4226
C  2.0886  2.7005  -1.1358
C  3.2060  2.4122  -0.1265
C  2.2720  1.8818  -2.4108
C  0.5937  2.7866  1.3717
C  -0.5767  2.3166  2.2573
C  0.9025  4.2643  1.6121
H  -2.1640  5.1015  -0.8180
H  -1.9975  3.8722  0.4316
H  -2.6206  3.4356  -1.1615
H  0.1518  4.6465  -0.8589
H  -0.8904  2.8180  -3.0732
H  0.5031  3.9115  -3.1298
H  -1.1281  4.5659  -3.0769
H  2.1161  3.7601  -1.3994
H  3.0599  1.4499  0.3684
H  3.2671  3.1748  0.6516
H  4.1719  2.3885  -0.6412
H  2.1054  0.8354  -2.1967
H  3.2881  2.0040  -2.8008
H  1.5738  2.1683  -3.1984
H  1.4594  2.1898  1.6707
H  -1.4237  3.0029  2.2090
H  -0.2474  2.2757  3.2982
H  -0.9300  1.3219  1.9863
H  0.0172  4.8866  1.4547
H  1.7030  4.6421  0.9681
H  1.2205  4.3986  2.6485

Output
Orbital gap (spin up / spin down), hartree: 0.2130 / 0.2129
Lowest unoccupied orbital energy (spin up / spin down), Eh: -0.1445 / -0.1446
Highest occupied orbital energy (spin up / spin down), eV: -9.73 / -9.73
Total charge: +1



Entry 2:
DFT (ωB97M-V with the def2-TZVPD basis set) results for 3 unconnected molecules or ions with the total composition C33H58BF5N5O6 in a non-equilibrium geometry.

Cartesian coordinates (Å):
C  -0.6992  3.2081  4.6280
C  -1.0968  2.2889  3.9288
C  -1.3827  1.0622  3.1801
N  -0.7132  0.9075  1.9151
C  -1.3612  1.2895  0.7828
N  -2.3924  0.6192  0.3595
C  -2.8323  -0.6408  0.9848
C  -4.0510  -0.5098  1.9377
C  -5.2097  -1.4602  1.5517
C  -6.5107  -0.7129  1.2683
C  -3.2293  1.0937  -0.7363
F  -4.2680  0.2791  -0.8714
F  -2.6310  1.0969  -1.9078
C  -3.8605  2.5094  -0.5077
F  -3.2219  3.4366  -1.1953
F  -3.8919  2.7986  0.8000
N  -0.9475  2.4658  0.1576
C  0.5474  2.6539  0.1206
C  1.1656  2.1529  -1.2287
C  0.2631  1.3042  -2.1339
C  1.0389  0.7496  -3.3412
C  0.1603  -0.3262  -4.0021
N  0.7754  4.1068  0.0330
C  -0.1046  4.8106  -0.9257
C  0.7291  4.8234  1.2687
C  1.8936  5.7541  1.5389
O  -0.1561  4.7206  2.0830
C  1.2797  2.0184  1.3113
C  2.8075  2.1940  1.3011
C  3.3458  2.9084  2.5405
N  4.5268  3.3367  2.5975
C  0.7368  0.6184  1.7468
C  1.2404  0.2141  3.1447
C  2.6866  -0.3225  3.2736
C  2.8935  -0.6094  4.7631
F  4.2342  -0.5508  5.0473
O  0.7006  -0.3957  0.7625
B  1.7679  -0.8810  0.0504
O  3.1014  -0.9856  0.3681
O  1.4219  -1.4208  -1.1778
H  -0.6447  3.9399  5.3855
H  -2.4519  1.1525  2.9782
H  -1.3427  0.2307  3.8734
H  -3.0567  -1.3756  0.2237
H  -2.0173  -1.0819  1.5409
H  -4.4334  0.5079  1.9463
H  -3.7365  -0.7954  2.9341
H  -5.4062  -2.1352  2.3801
H  -4.9875  -2.0844  0.6877
H  -7.2649  -1.3987  0.8924
H  -6.3923  0.0629  0.5142
H  -6.9184  -0.2372  2.1578
H  -4.8852  2.4993  -0.8666
H  -1.3616  3.1655  0.7865
H  2.0890  1.5889  -1.0755
H  1.4759  2.9951  -1.8345
H  -0.4684  1.9786  -2.5707
H  -0.2399  0.5145  -1.5885
H  1.1007  1.5585  -4.0627
H  2.0144  0.3651  -3.0571
H  -0.2677  -0.9664  -3.2373
H  0.6895  -0.9022  -4.7538
H  -0.6937  0.1446  -4.4854
H  0.3661  5.7386  -1.2307
H  -1.0235  5.1106  -0.4123
H  -0.4086  4.1989  -1.7634
H  1.8559  6.1211  2.5513
H  2.8245  5.2279  1.3525
H  1.8367  6.5631  0.8097
H  0.9824  2.5826  2.1990
H  3.0651  2.8495  0.4697
H  3.3791  1.2811  1.1568
H  2.6886  3.0825  3.3942
H  5.0090  3.1103  1.7242
H  0.6267  -0.6092  3.5028
H  1.1946  1.0589  3.8230
H  3.4798  0.3621  3.0081
H  2.7503  -1.2946  2.7989
H  2.4103  0.1501  5.3789
H  2.4910  -1.5786  5.0492
H  3.4679  -1.8082  0.0391
H  2.1686  -1.3059  -1.7711
C  0.2306  -4.5471  -8.0829
C  1.4324  -3.7859  -8.6288
C  1.2607  -2.4237  -7.9741
O  0.6173  -2.6536  -6.7140
C  0.1343  -4.0010  -6.6664
H  0.3449  -5.6294  -8.1123
H  -0.6657  -4.2832  -8.6488
H  2.3573  -4.2544  -8.2846
H  1.4629  -3.7325  -9.7156
H  0.6154  -1.7729  -8.5731
H  2.2098  -1.9125  -7.8084
H  0.7712  -4.5680  -5.9785
H  -0.8854  -4.0071  -6.2794
C  0.6909  -4.7766  1.6878
C  1.1642  -5.5921  2.8855
C  1.6096  -4.4994  3.8467
O  0.7742  -3.3591  3.5808
C  0.0613  -3.5722  2.3694
H  -0.0024  -5.3060  1.0366
H  1.5501  -4.4644  1.0880
H  0.3280  -6.1505  3.3113
H  1.9585  -6.2977  2.6504
H  2.6506  -4.2109  3.6663
H  1.5066  -4.7861  4.8927
H  -0.9900  -3.7656  2.6187
H  0.1141  -2.6661  1.7606

Output
Orbital gap, hartree: 0.2828
Lowest unoccupied orbital energy, Eh: -0.1252
Highest occupied orbital energy, eV: -11.10
Total charge: +1
ΔE to the lowest compared entry with this formula, charge and spin, kJ/mol: 0.00